Formula: C5H6O2
Source: the OMol25 dataset
Level of theory: ωB97M-V/def2-TZVPD

```
13
Properties=species:S:1:pos:R:3
C -1.66 -0.84 -0.14
C -0.26 -0.52 0.22
C 0.40 1.49 -0.12
C 0.77 0.18 -0.56
C 1.90 -0.43 0.45
O 2.88 -0.26 1.03
O 0.33 -0.88 1.29
H -2.34 -0.59 0.68
H -1.74 -1.92 -0.32
H -1.96 -0.30 -1.03
H 0.39 1.72 0.94
H 0.38 2.32 -0.82
H 0.91 0.02 -1.63
```

Output
E = -9373.1469 eV
energy relative to the best compared isomer or geometry (same formula, charge and spin) = 91.1 kcal/mol
HOMO (spin up / spin down) = -7.4855 / -7.4867 eV
LUMO (spin up / spin down) = 0.4 / 0.4 eV

Formula: C14H56N28O14V
Source: the OMol25 dataset
Level of theory: ωB97M-V/def2-TZVPD

```
113
Properties=species:S:1:pos:R:3
V -36.77 -9.50 -18.12
C -40.06 -9.68 -18.54
O -38.86 -9.64 -18.31
N -40.57 -10.58 -19.29
N -40.85 -8.91 -18.02
H -39.99 -11.35 -19.59
H -41.55 -10.76 -19.46
H -41.84 -9.09 -17.98
H -40.42 -8.12 -17.55
C -40.18 -13.93 -17.71
O -39.92 -13.72 -18.86
N -40.11 -15.08 -17.18
N -40.32 -13.01 -16.86
H -40.43 -15.27 -16.24
H -39.91 -15.92 -17.71
H -40.32 -12.02 -17.04
H -40.51 -13.45 -15.97
C -37.22 -6.91 -20.41
O -37.15 -7.94 -19.81
N -36.23 -6.10 -20.68
N -38.26 -6.63 -21.12
H -36.36 -5.33 -21.32
H -35.42 -6.38 -20.14
H -38.87 -7.40 -20.89
H -37.98 -6.35 -22.05
C -36.25 -6.41 -16.96
O -36.44 -7.56 -17.13
N -37.15 -5.55 -16.62
N -35.05 -5.93 -16.96
H -38.03 -6.04 -16.53
H -36.85 -4.61 -16.42
H -34.98 -4.92 -17.04
H -34.34 -6.61 -17.17
C -33.81 -8.14 -14.42
O -33.64 -8.34 -15.58
N -33.99 -6.87 -13.95
N -33.85 -9.10 -13.53
H -33.97 -6.11 -14.62
H -34.31 -6.73 -13.00
H -33.87 -10.06 -13.84
H -34.06 -8.67 -12.64
C -37.43 -16.14 -19.91
O -37.37 -16.98 -20.79
N -37.41 -14.87 -20.14
N -37.94 -16.41 -18.73
H -37.42 -14.38 -21.02
H -37.45 -14.28 -19.32
H -37.99 -15.70 -18.01
H -38.23 -17.38 -18.64
C -36.41 -11.08 -20.86
O -36.77 -10.89 -19.72
N -35.68 -12.05 -21.38
N -36.80 -10.31 -21.78
H -35.52 -11.95 -22.37
H -35.35 -12.93 -20.99
H -36.45 -10.24 -22.72
H -37.72 -9.93 -21.61
C -37.52 -9.46 -14.79
O -37.26 -9.67 -16.01
N -37.33 -8.30 -14.25
N -37.97 -10.35 -13.93
H -37.70 -8.13 -13.33
H -37.43 -7.58 -14.95
H -38.05 -9.97 -13.00
H -38.25 -11.32 -14.06
C -33.66 -9.34 -19.12
O -34.77 -8.98 -18.75
N -32.71 -8.52 -19.28
N -33.20 -10.56 -19.30
H -31.84 -9.02 -19.37
H -32.99 -7.58 -19.52
H -33.83 -11.34 -19.18
H -32.31 -10.76 -19.73
C -40.65 -4.61 -18.98
O -41.42 -3.76 -19.08
N -39.38 -4.39 -18.60
N -40.89 -5.84 -18.98
H -39.19 -3.42 -18.40
H -38.74 -5.10 -18.94
H -41.81 -6.07 -19.31
H -40.64 -6.25 -18.09
C -34.87 -11.88 -16.76
O -35.63 -11.18 -17.35
N -34.70 -13.15 -16.95
N -33.93 -11.33 -15.96
H -35.22 -13.54 -17.72
H -34.06 -13.65 -16.34
H -34.07 -10.34 -15.84
H -33.09 -11.75 -15.60
C -40.88 -6.48 -15.65
O -40.08 -7.00 -16.37
N -40.80 -6.56 -14.34
N -41.95 -5.81 -16.05
H -41.41 -6.06 -13.70
H -40.25 -7.37 -14.10
H -42.23 -5.75 -17.01
H -42.43 -5.27 -15.34
C -34.11 -9.13 -23.58
O -35.03 -8.50 -24.06
N -33.48 -9.97 -24.38
N -33.82 -9.21 -22.32
H -32.54 -10.29 -24.25
H -33.75 -9.77 -25.34
H -33.20 -9.99 -22.15
H -34.34 -8.69 -21.62
C -40.20 -9.25 -22.73
O -39.38 -8.86 -21.90
N -40.61 -8.54 -23.72
N -40.89 -10.32 -22.47
H -40.37 -7.59 -23.95
H -41.15 -9.10 -24.37
H -41.71 -10.43 -23.05
H -40.60 -10.76 -21.61
```

Output
E = -111498.6763 eV
energy relative to the best compared isomer or geometry (same formula, charge and spin) = 32.9 kcal/mol
HOMO (spin up / spin down) = -10.1778 / -12.8703 eV
spin multiplicity = 4
total charge = +2
LUMO (spin up / spin down) = -4.0 / -4.0 eV

Formula: C6H8N2S
Source: the OMol25 dataset
Level of theory: ωB97M-V/def2-TZVPD

```
17
Properties=species:S:1:pos:R:3
S 2.44 -0.92 -2.94
C 1.31 -0.41 -1.70
C -0.07 -0.51 -1.76
N -0.46 -0.02 -0.55
C 0.65 0.27 0.17
N 1.76 0.04 -0.47
C 0.34 0.72 1.56
C -1.11 0.21 1.65
C -1.67 0.16 0.25
H 3.51 -1.08 -2.11
H -0.72 -0.98 -2.53
H 0.40 1.81 1.63
H 0.97 0.24 2.32
H -1.11 -0.82 2.06
H -1.74 0.83 2.33
H -2.14 1.10 0.00
H -2.39 -0.65 0.08
```

Output
E = -20167.0412 eV
energy relative to the best compared isomer or geometry (same formula, charge and spin) = 0.0 kcal/mol
HOMO = -7.7359 eV
LUMO = 0.8 eV
SMILES = Sc1cn2c(n1)CCC2

Question: What is the formula in the first record?
Answer: C5H6O2

Question: What is the energy relative to the best compared isomer or geometry (same formula, charge and spin) in the third record?
Answer: 0.0 kcal/mol

Question: Which of these has the highest E?
Answer: C5H6O2

Question: What is the energy relative to the best compared isomer or geometry (same formula, charge and spin) in the third record?
Answer: 0.0 kcal/mol